ORCA calculation (ωB97M-V/def2-TZVPD) on an isolated molecule of C9H17NO.

Last columns: bonded neighbours and bond lengths (Å).
Geometry (Å):
1 O 1.5740 1.2061 -0.5548  N2 1.478, C3 1.450
2 N 0.3819 0.3442 -0.4106  O1 1.478, C10 1.469, C11 1.489
3 C 2.1669 1.1693 -1.8780  O1 1.450, H12 1.104, H13 1.060, H14 1.117
4 C -1.7309 -1.0237 -1.2092  C6 1.635, C7 1.593, H15 1.100, H16 1.116
5 C 0.4489 0.4943 2.2168  C8 1.591, C9 1.587, H17 1.046, H18 1.063
6 C -1.9062 0.5438 -0.7785  C4 1.635, C10 1.514, H19 1.174, H20 1.079
7 C -0.4465 -1.8121 -0.6928  C4 1.593, C11 1.598, H21 1.054, H22 1.083
8 C -0.5621 1.5093 1.5259  C5 1.591, C10 1.542, H23 1.097, H24 1.100
9 C 0.6714 -0.9457 1.5884  C5 1.587, C11 1.539, H25 1.070, H26 1.067
10 C -0.8667 0.5972 0.3207  N2 1.469, C6 1.514, C8 1.542, H27 1.066
11 C 0.7291 -1.0275 0.0522  N2 1.489, C7 1.598, C9 1.539, H28 1.121
12 H 3.2613 1.2368 -1.7510  C3 1.104
13 H 2.0077 0.1954 -2.2635  C3 1.060
14 H 1.9064 2.0856 -2.4613  C3 1.117
15 H -1.6067 -0.9748 -2.3010  C4 1.100
16 H -2.5641 -1.6873 -0.8774  C4 1.116
17 H 0.3184 0.4244 3.2525  C5 1.046
18 H 1.3853 0.9605 2.0286  C5 1.063
19 H -1.8419 1.2732 -1.6965  C6 1.174
20 H -2.9057 0.7012 -0.4026  C6 1.079
21 H 0.0530 -2.0887 -1.5790  C7 1.054
22 H -0.6954 -2.7393 -0.1920  C7 1.083
23 H -1.4287 1.5695 2.1962  C8 1.097
24 H -0.1155 2.4811 1.2690  C8 1.100
25 H -0.1569 -1.5352 1.9225  C9 1.070
26 H 1.5548 -1.3329 2.0437  C9 1.067
27 H -1.3343 -0.1531 0.9154  C10 1.066
28 H 1.7026 -1.4714 -0.2839  C11 1.121

Properties
- SMILES: CON1[C@H]2CCC[C@H]1CCC2
- HOMO-LUMO gap: 0.3334 hartree
- Highest occupied orbital energy: -0.29463 hartree